(1)
# C26H36N5O2

A cluster of 2 separate species, C26H36N5O2 in total at a distorted geometry (the ωB97M-V functional and the def2-TZVPD basis, the Open Molecules 2025 dataset).

Calculated values
- LUMO: -4.78 eV
- Energy relative to the best compared isomer or geometry (same formula, charge and spin): 102.7 kJ/mol
- E_HOMO: -10.65 eV
- Kohn-Sham gap: 5.9 eV
- Total charge: +1
- Max |F|: 1.5 eV/Å

Geometry as XYZ:
```
69
C26H36N5O2 the ωB97M-V functional and the def2-TZVPD basis
C 6.5048 2.5746 3.5413
C 5.2186 1.7442 3.6199
N 4.5419 1.5929 2.3356
C 3.3330 0.8625 2.3688
C 3.2331 -0.4406 1.8291
C 2.1505 -1.2435 2.1406
C 1.0357 -0.7222 2.8390
C -0.1772 -1.4683 2.9610
C -1.4190 -0.8911 2.6151
C -1.4921 0.3544 1.8868
C -2.6797 1.0429 1.7185
C -3.8644 0.5447 2.3077
N -5.0537 1.2817 2.3242
C -5.5515 1.7250 3.6206
C -7.0365 2.0972 3.5810
O -7.4519 2.7633 2.3910
C -6.9482 2.2437 1.1632
C -5.4280 2.0969 1.1688
C -3.8182 -0.6993 2.9873
C -2.6572 -1.4397 3.0572
C 1.1371 0.6051 3.3562
C 2.2833 1.3522 3.1803
C 5.4215 1.2684 1.2217
C 6.5718 2.2576 1.1332
O 7.2813 2.4267 2.3561
H 6.2939 3.6491 3.6848
H 7.1948 2.2531 4.3381
H 5.5180 0.7489 4.0016
H 4.5481 2.1880 4.3658
H 4.0494 -0.8651 1.2422
H 2.0838 -2.2606 1.7559
H -0.1117 -2.4787 3.3529
H -0.5722 0.7994 1.4939
H -2.6793 2.0058 1.1937
H -5.4072 0.9174 4.3451
H -5.0004 2.6207 3.9802
H -7.6753 1.2078 3.7427
H -7.2661 2.8295 4.3703
H -7.4367 1.2778 0.9388
H -7.2768 2.9882 0.4255
H -4.9540 3.0964 1.1999
H -5.1046 1.5778 0.2601
H -4.7424 -1.0738 3.4277
H -2.6470 -2.4103 3.5438
H 0.2676 1.0225 3.8704
H 2.3722 2.3384 3.6496
H 5.8296 0.2540 1.3736
H 4.8270 1.2848 0.2973
H 7.3227 1.8502 0.4449
H 6.2219 3.2309 0.7520
C 2.9491 -5.0663 2.6650
N 2.2036 -5.9719 3.4774
C 2.5957 -7.3240 3.7022
C 1.4819 -7.8879 4.5720
N 0.5680 -6.7735 4.7029
C -0.6078 -6.8249 5.5244
C 0.9964 -5.6475 4.0309
N 0.4446 -4.4740 3.9104
H 2.4302 -4.1089 2.7087
H 3.9743 -4.9624 3.0361
H 3.0013 -5.4179 1.6275
H 2.6897 -7.8775 2.7660
H 3.5612 -7.3749 4.2086
H 0.9990 -8.7499 4.0892
H 1.8674 -8.2105 5.5497
H -1.0537 -5.8300 5.5432
H -1.3501 -7.5209 5.1143
H -0.3581 -7.1020 6.5563
H -0.5468 -4.5408 4.1567
```

natural (NBO) population analysis, charges in e, atoms 1 to 5: C -0.07; C -0.24; N -0.43; C 0.24; C -0.22

---

(2)
# C5H6F2N2

A cluster of 2 separate species, C5H6F2N2 in total at a distorted geometry (the ωB97M-V functional and the def2-TZVPD basis, the Open Molecules 2025 dataset).

Calculated values
- LUMO (spin up / spin down): -1.49 / -1.49 eV
- Energy relative to the best compared isomer or geometry (same formula, charge and spin): 282.4 kJ/mol
- E_HOMO (spin up / spin down): -8.94 / -8.93 eV
- Kohn-Sham gap (spin up / spin down): 7.4 / 7.4 eV
- Max |F|: 3.2 eV/Å

Geometry as XYZ:
```
15
C5H6F2N2 the ωB97M-V functional and the def2-TZVPD basis
C 1.1894 -0.6186 -0.8033
C 2.3868 0.8014 0.2573
C 0.3301 0.0947 0.0663
C -1.9709 -0.9978 0.0105
C -1.0531 0.0973 0.3489
N 2.4354 -0.2075 -0.5476
N 1.1157 1.0446 0.7137
F -1.4165 1.1972 -1.7472
F -1.4597 0.9315 1.2983
H 1.1076 -1.5392 -1.2771
H 3.3150 1.3054 0.6853
H -2.6923 -0.6075 -0.6852
H -2.6672 -1.3322 0.7986
H -1.4816 -1.7481 -0.6661
H 0.8611 1.5788 1.5477
```

natural (NBO) population analysis, charges in e, atoms 1 to 5: C 0.08; C 0.24; C -0.06; C -0.76; C 0.78

---

(3)
# C5H7NO

A structure of composition C5H7NO (the ωB97M-V functional and the def2-TZVPD basis, the Open Molecules 2025 dataset).

Calculated values
- LUMO: 1.01 eV
- Energy relative to the best compared isomer or geometry (same formula, charge and spin): 207.9 kJ/mol
- E_HOMO: -9.34 eV
- Kohn-Sham gap: 10.3 eV
- Max |F|: 0.5 eV/Å

Geometry as XYZ:
```
14
C5H7NO the ωB97M-V functional and the def2-TZVPD basis
C -1.9159 -0.1594 0.0181
C -0.4301 -0.3093 -0.0576
N 0.2521 -1.1380 0.9227
C 0.7149 0.2088 0.8345
C 1.7068 0.3412 -0.3266
C 0.4171 0.2600 -1.1509
O 0.0561 0.9258 -2.0918
H -2.2458 0.5905 -0.7054
H -2.2182 0.1390 1.0259
H -2.4057 -1.1115 -0.2143
H 0.9236 -1.8037 0.5469
H 0.5487 0.9369 1.6183
H 2.3862 -0.5157 -0.3884
H 2.2499 1.2779 -0.4568
```

natural (NBO) population analysis, charges in e, atoms 1 to 5: C -0.63; C 0.00; N -0.55; C -0.03; C -0.52

---

(4)
# C45H47ClCrN4O5S

A structure of composition C45H47ClCrN4O5S (the ωB97M-V functional and the def2-TZVPD basis, the Open Molecules 2025 dataset).

Calculated values
- LUMO (spin up / spin down): 2.24 / 2.24 eV
- Energy relative to the best compared isomer or geometry (same formula, charge and spin): 0.0 kJ/mol
- Expectation value of S²: 3.8067
- E_HOMO (spin up / spin down): -5.59 / -5.53 eV
- Kohn-Sham gap (spin up / spin down): 7.8 / 7.8 eV
- Multiplicity: 4
- Total charge: -1
- Max |F|: 0.8 eV/Å

Geometry as XYZ:
```
104
C45H47ClCrN4O5S the ωB97M-V functional and the def2-TZVPD basis
Cr 0.1569 0.0575 0.3983
C 0.6573 4.5817 0.3836
C 0.0964 3.8624 -0.8486
C 0.4508 4.6801 -2.0889
C -1.3885 3.6045 -0.6837
C -2.2990 4.4164 -1.3546
C -3.6643 4.2966 -1.1582
C -4.1335 3.3554 -0.2646
C -3.2612 2.5145 0.4186
C -3.8640 1.5349 1.4057
C -4.7933 0.5564 0.6985
C -4.5841 2.2608 2.5433
C -1.8798 2.6137 0.1887
N -1.0172 1.7174 0.9148
C -0.9772 2.0058 2.2489
O -1.3583 3.0227 2.8134
C -0.5311 0.8264 3.0894
C -0.5356 0.7219 4.4679
C -0.2987 -0.5362 5.0124
C -0.1286 -1.6561 4.1993
C -0.1412 -1.4585 2.8326
N -0.2908 -0.2376 2.3531
C -0.1891 -2.5153 1.7466
O -0.1546 -3.6993 2.0600
N -0.3933 -1.9720 0.5195
C -0.7798 -2.9253 -0.4880
C 0.1584 -3.4831 -1.3693
C -0.2637 -4.3903 -2.3372
C -1.5808 -4.7940 -2.4208
C -2.4942 -4.2783 -1.5206
C -2.1248 -3.3384 -0.5637
C -3.1990 -2.8577 0.3953
C -3.3700 -3.8486 1.5535
C -4.5468 -2.6640 -0.3041
C 1.6462 -3.2445 -1.2345
C 2.2684 -4.4585 -0.5340
C 2.3415 -2.9953 -2.5731
H 1.7314 4.7431 0.2616
H 0.1722 5.5560 0.4967
H 0.4952 4.0201 1.2977
H 0.5918 2.8987 -0.9230
H 0.1831 5.7329 -1.9568
H 1.5281 4.6344 -2.2579
H -0.0440 4.3160 -2.9911
H -1.9304 5.1745 -2.0322
H -4.3533 4.9416 -1.6907
H -5.2000 3.2660 -0.0898
H -3.0644 0.9487 1.8540
H -5.6381 1.0761 0.2381
H -4.2635 0.0192 -0.0871
H -5.1915 -0.1729 1.4074
H -5.4739 2.7841 2.1836
H -4.9063 1.5440 3.3034
H -3.9207 2.9879 3.0127
H -0.7388 1.5955 5.0705
H -0.2886 -0.6558 6.0889
H -0.0121 -2.6561 4.5920
H 0.4665 -4.8106 -3.0179
H -1.8919 -5.5116 -3.1705
H -3.5240 -4.6097 -1.5678
H -2.8792 -1.8991 0.8117
H -3.7449 -4.8029 1.1718
H -2.4257 -4.0338 2.0629
H -4.0961 -3.4672 2.2774
H -4.9759 -3.6246 -0.5974
H -5.2607 -2.1914 0.3702
H -4.4582 -2.0483 -1.2003
H 1.7888 -2.3749 -0.5965
H 2.1085 -5.3543 -1.1422
H 3.3419 -4.3170 -0.3967
H 1.8189 -4.6138 0.4460
H 2.3803 -3.9073 -3.1742
H 1.8440 -2.2207 -3.1593
H 3.3742 -2.6797 -2.4053
Cl 4.5207 2.5838 -4.9707
C 3.2385 1.8523 -4.0280
C 3.5517 0.9106 -3.0613
C 2.5332 0.3477 -2.3122
C 1.1918 0.6975 -2.4980
C 0.0902 0.0878 -1.6964
C 0.9219 1.6405 -3.4904
C 1.9269 2.2217 -4.2525
H 4.5830 0.6267 -2.8935
H 2.7851 -0.3782 -1.5501
H 0.0363 -0.9848 -1.9093
H -0.8684 0.5273 -1.9921
H -0.1084 1.9298 -3.6666
H 1.6922 2.9594 -5.0086
O 3.2944 -2.5586 1.4981
C 3.3282 -1.3717 1.2849
N 2.2604 -0.5414 0.9824
S 2.6664 0.9750 1.2994
O 2.5004 1.3862 2.6706
O 1.9136 1.7442 0.3226
C 4.4010 0.7811 1.0576
C 5.4242 1.6955 0.9237
C 6.7192 1.1889 0.9029
C 6.9580 -0.1756 1.0474
C 5.9090 -1.0747 1.2055
C 4.6207 -0.5773 1.1983
H 5.2284 2.7549 0.8259
H 7.5538 1.8661 0.7740
H 7.9778 -0.5388 1.0309
H 6.0737 -2.1388 1.3161
```

Mulliken population analysis, charges in e, atoms 1 to 5: Cr 1.15; C -1.44; C 3.47; C -2.67; C 1.08

---

(5)
# H2NaO

A structure of composition H2NaO at a distorted geometry (the ωB97M-V functional and the def2-TZVPD basis, the Open Molecules 2025 dataset).

Calculated values
- LUMO: -5.25 eV
- Energy relative to the best compared isomer or geometry (same formula, charge and spin): 34.5 kJ/mol
- E_HOMO: -16.60 eV
- Kohn-Sham gap: 11.3 eV
- Total charge: +1
- Max |F|: 1.2 eV/Å

Geometry as XYZ:
```
4
H2NaO the ωB97M-V functional and the def2-TZVPD basis
O -0.9687 -2.1295 0.7178
H -1.8921 -1.8662 0.9329
H -1.0645 -2.8531 0.0578
Na 0.1635 0.3465 -0.1151
```

Partial atomic charges computed with the natural (NBO) method, in multiples of e: O -0.99; H 0.49; H 0.50; Na 1.00